1.
6
Properties=species:S:1:pos:R:3 method="wB97M-V/def2-TZVPD" e_above_lowest_ev=0.187 molar_mass_g_mol=87.10 e_tot_ha=-604.980069 gap_ev=11.26 smiles="O=C=S.C#N"
O -1.146 0.668 -1.031
C -1.718 0.343 -0.084
S -2.443 0.098 1.243
C 1.777 -0.334 -0.023
N 0.912 -0.915 -0.442
H 2.619 0.139 0.337


2.
156
Properties=species:S:1:pos:R:3 method="wB97M-V/def2-TZVPD" molar_mass_g_mol=842.25 e_tot_ha=-2759.369273 gap_ev="8.06 / 3.90" total_charge=+1 s2=0.754 multiplicity=2
C -6.492 0.281 -0.942
O -5.117 -0.141 -1.157
C -4.266 -0.130 0.021
C -4.099 1.295 0.592
N -3.141 1.939 -0.356
C -3.371 3.423 -0.399
C -4.655 3.851 -1.071
O -4.721 3.327 -2.378
C -4.233 4.182 -3.423
H -6.988 -0.327 -0.186
H -6.962 0.086 -1.906
H -6.521 1.357 -0.770
H -3.317 -0.589 -0.257
H -4.520 -0.863 0.788
H -3.808 1.125 1.629
H -5.016 1.880 0.666
H -3.676 1.672 -1.170
H -2.488 3.892 -0.833
H -3.370 3.738 0.645
H -4.646 4.941 -1.052
H -5.529 3.484 -0.533
H -4.150 3.736 -4.414
H -3.265 4.651 -3.247
H -4.960 4.992 -3.479
C -8.848 -6.008 -2.134
O -7.952 -6.851 -1.407
C -7.715 -6.235 -0.183
C -6.516 -6.965 0.452
N -5.208 -6.600 -0.130
C -4.864 -5.257 0.301
C -4.171 -5.279 1.755
O -3.829 -3.986 2.157
C -2.807 -3.301 1.403
H -8.311 -5.061 -2.179
H -9.779 -5.868 -1.585
H -9.243 -6.401 -3.071
H -8.579 -6.203 0.480
H -7.409 -5.198 -0.322
H -6.769 -8.006 0.251
H -6.581 -7.041 1.537
H -5.363 -6.596 -1.128
H -5.615 -4.482 0.148
H -4.043 -5.048 -0.385
H -3.250 -5.862 1.791
H -4.767 -5.664 2.583
H -2.574 -2.384 1.946
H -2.994 -3.020 0.367
H -1.985 -4.015 1.355
C 1.853 -0.403 6.218
O 0.632 -0.871 5.731
C 0.298 -0.336 4.403
C -1.281 -0.511 4.032
N -2.012 0.145 5.126
C -3.388 -0.266 5.007
C -3.570 -1.766 4.970
O -2.800 -2.451 5.980
C -3.070 -3.798 6.082
H 1.775 0.684 6.237
H 2.753 -0.850 5.795
H 1.871 -0.831 7.221
H 0.881 -0.842 3.634
H 0.501 0.730 4.297
H -1.424 -1.553 3.744
H -1.523 -0.087 3.057
H -1.612 -0.282 5.948
H -3.970 0.205 4.215
H -3.826 0.045 5.956
H -3.266 -2.221 4.027
H -4.621 -2.017 5.114
H -4.115 -4.011 5.855
H -2.993 -4.356 7.015
H -2.452 -4.364 5.384
C 5.479 8.034 3.003
C 6.064 7.562 1.703
C 7.615 7.651 1.882
C 8.269 6.839 0.741
C 7.813 5.340 0.746
C 6.257 5.138 0.592
N 5.667 6.105 1.465
O 4.264 6.021 1.331
C 6.055 5.337 -0.952
C 5.989 3.686 0.999
C 5.605 8.475 0.501
H 4.419 7.798 2.913
H 5.574 9.072 3.324
H 5.864 7.384 3.789
H 7.988 8.672 1.801
H 8.030 7.322 2.835
H 9.346 6.937 0.882
H 8.020 7.224 -0.247
H 8.144 5.065 1.747
H 8.389 4.789 0.003
H 6.471 6.239 -1.401
H 6.457 4.482 -1.496
H 4.987 5.398 -1.159
H 5.908 3.544 2.077
H 5.056 3.268 0.620
H 6.791 3.129 0.515
H 6.021 9.480 0.576
H 4.530 8.545 0.332
H 5.886 8.112 -0.488
H 4.077 5.786 2.243
C -0.306 -2.023 -1.757
C 0.792 -1.167 -2.429
C 0.229 -0.267 -3.537
C -0.577 0.900 -3.112
C 0.309 1.746 -2.208
C 1.039 1.020 -1.014
N 1.601 -0.251 -1.566
O 2.275 -0.867 -0.582
C 2.211 1.993 -0.652
C 0.162 0.797 0.182
C 1.732 -2.180 -3.210
H 0.129 -2.731 -1.052
H -0.985 -2.452 -2.494
H -0.997 -1.495 -1.100
H 1.080 -0.008 -4.165
H -0.400 -0.813 -4.240
H -1.535 0.639 -2.662
H -0.824 1.311 -4.091
H -0.261 2.498 -1.663
H 1.023 2.156 -2.923
H 2.740 1.578 0.206
H 2.926 1.906 -1.470
H 2.039 3.042 -0.411
H -0.256 1.680 0.666
H -0.606 0.065 -0.068
H 0.775 0.512 1.036
H 1.111 -2.969 -3.634
H 2.414 -2.713 -2.548
H 2.378 -1.700 -3.945
H 3.014 -1.252 -1.058
C 5.811 -0.563 -4.924
O 6.726 -0.310 -3.861
H 5.663 0.365 -5.477
H 6.262 -1.276 -5.613
H 4.913 -1.087 -4.596
H 7.026 0.594 -3.981
C 5.507 -3.043 -1.880
O 5.052 -1.618 -1.900
H 4.952 -3.548 -1.089
H 5.416 -3.481 -2.874
H 6.582 -3.115 -1.713
H 5.747 -1.153 -2.372
C -3.209 -4.469 -3.269
O -3.301 -4.709 -4.678
H -4.144 -3.959 -3.033
H -3.073 -5.375 -2.679
H -2.312 -3.896 -3.033
H -3.189 -5.655 -4.797
C 3.414 -5.704 -3.376
O 2.161 -6.027 -3.019
H 4.091 -6.524 -3.139
H 3.609 -5.443 -4.417
H 3.767 -4.909 -2.719
H 2.107 -6.948 -2.753


3.
21
Properties=species:S:1:pos:R:3 method="wB97M-V/def2-TZVPD" molar_mass_g_mol=345.70 e_tot_ha=-4354.679539 gap_ev="4.47 / 4.43" total_charge=+4 s2=2.067 multiplicity=3
Ga 4.284 -5.394 -4.313
V 0.137 -0.166 -0.171
Cl 5.039 -5.608 -2.051
Cl -1.787 -0.912 -1.383
C -0.337 1.610 -0.345
C 5.679 -6.413 -4.963
C 3.659 -5.120 -6.029
O -0.631 2.715 -0.467
O 6.557 -7.039 -5.363
O 3.274 -4.937 -7.096
C -1.506 3.398 3.840
N -2.223 2.690 2.770
C -3.674 2.871 2.614
C -1.490 1.803 1.856
N -0.862 1.041 1.072
H -2.197 3.992 4.401
H -0.757 4.030 3.411
H -1.041 2.685 4.489
H -3.881 3.271 1.643
H -4.164 1.926 2.722
H -4.080 3.556 3.362


4.
45
Properties=species:S:1:pos:R:3 method="wB97M-V/def2-TZVPD" e_above_lowest_ev=2.885 molar_mass_g_mol=270.23 e_tot_ha=-1146.534038 gap_ev=10.71
O 1.109 2.359 -0.397
H 1.477 3.232 -0.284
H 1.704 1.616 -0.246
O 1.424 -0.477 0.294
H 1.222 -0.601 -0.679
H 0.561 -0.661 0.689
O -3.012 2.141 -0.593
H -2.274 1.962 0.017
H -3.583 2.502 0.100
O -1.548 -2.665 -2.194
H -2.203 -3.273 -2.577
H -1.785 -2.881 -1.276
O 3.266 -2.500 -1.317
H 4.036 -2.122 -0.903
H 2.527 -1.935 -1.577
O -1.321 -0.114 -3.887
H -1.751 -0.594 -3.163
H -1.912 0.406 -4.426
O -0.457 1.069 2.094
H 0.482 1.304 2.158
H -0.997 1.572 2.701
O -1.551 4.309 0.133
H -2.485 4.461 0.015
H -1.097 4.140 -0.693
O -3.767 0.980 2.668
H -3.428 0.392 3.338
H -4.354 0.712 1.963
O 3.368 1.018 2.627
H 3.635 1.349 1.763
H 3.348 1.830 3.158
O 2.503 -0.119 -2.163
H 1.884 0.634 -2.241
H 2.467 -0.424 -3.082
O 0.407 2.079 -3.399
H 0.261 1.404 -4.072
H -0.027 1.650 -2.649
O -1.839 -1.637 3.638
H -1.770 -2.517 3.236
H -0.917 -1.385 3.483
O 2.047 -3.111 1.821
H 2.765 -3.364 2.419
H 2.317 -3.007 0.897
O -0.512 -3.121 0.896
H -0.469 -3.939 0.420
H 0.245 -2.673 1.290


5.
14
Properties=species:S:1:pos:R:3 method="wB97M-V/def2-TZVPD" e_above_lowest_ev=4.939 molar_mass_g_mol=101.10 e_tot_ha=-361.699366 gap_ev=8.28
C 1.719 -1.032 0.360
C 0.862 -0.234 -1.274
C 0.390 0.783 -0.504
C -1.495 -0.312 0.695
N 2.553 -0.420 0.944
O 1.214 1.789 -0.166
O -0.766 0.840 0.250
H 1.828 -0.166 -1.759
H 0.280 -0.975 -1.784
H -2.125 -0.048 1.528
H -0.777 -1.022 1.230
H -1.820 -0.994 -0.106
H 2.643 0.646 1.063
H 0.742 2.384 0.372


6.
24
Properties=species:S:1:pos:R:3 method="wB97M-V/def2-TZVPD" e_above_lowest_ev=9.306 molar_mass_g_mol=206.27 e_tot_ha=-969.694505 gap_ev="5.15 / 5.70"
C -3.551 0.455 -0.537
C -2.808 1.376 -1.271
C -2.579 -0.323 0.162
C -1.493 1.222 -1.005
C -0.137 1.576 -1.415
C -0.065 -0.184 0.251
C 0.697 0.726 -0.571
C 0.491 -0.990 1.152
C 2.827 1.370 0.790
C 0.300 -2.275 1.773
N 2.648 -0.920 -0.722
N -1.380 0.223 -0.065
O 0.239 2.323 -2.314
S 2.385 0.791 -0.776
H -4.577 0.441 -0.528
H -3.242 2.101 -1.844
H -2.607 -1.226 0.611
H 3.533 2.167 0.647
H 2.222 1.448 1.668
H 1.219 -2.828 1.312
H -0.679 -2.766 1.668
H 0.441 -2.270 2.856
H 3.394 -1.219 -0.126
H 2.723 -1.217 -1.717


7.
59
Properties=species:S:1:pos:R:3 method="wB97M-V/def2-TZVPD" molar_mass_g_mol=524.21 e_tot_ha=-1827.065987 gap_ev=7.63 total_charge=-1
Li -0.153 0.233 1.422
C 1.528 2.330 3.767
C 1.252 0.965 3.770
N 0.025 0.742 3.335
N -0.504 1.922 3.027
C 0.371 2.899 3.283
B -1.906 2.046 2.401
N -1.807 2.418 0.910
C -1.247 3.509 0.364
C -1.430 3.446 -1.001
C -2.139 2.257 -1.190
N -2.355 1.656 -0.032
N -2.565 0.679 2.474
C -3.708 0.335 3.076
C -3.939 -1.002 2.831
C -2.852 -1.388 2.046
N -2.043 -0.366 1.846
H 2.442 2.821 4.039
H 1.868 0.147 4.094
H 0.138 3.933 3.113
H -2.551 2.866 2.988
H -0.744 4.245 0.958
H -1.082 4.126 -1.753
H -2.522 1.839 -2.105
H -4.285 1.043 3.640
H -4.763 -1.600 3.168
H -2.643 -2.345 1.607
O 2.216 2.659 -0.764
C 1.358 1.807 -0.581
O 0.867 1.386 0.480
C 0.820 1.088 -1.857
C 1.312 1.392 -3.115
C 0.833 0.703 -4.229
C -0.102 -0.314 -4.091
C -0.556 -0.626 -2.818
C -0.129 0.090 -1.707
N -1.460 -1.726 -2.639
O -2.096 -2.105 -3.604
O -1.514 -2.238 -1.542
N 1.345 0.986 -5.542
O 2.209 1.830 -5.655
O 0.892 0.352 -6.478
H 2.069 2.155 -3.214
H -0.446 -0.861 -4.957
H -0.521 -0.128 -0.726
C 3.102 -4.880 -0.768
C 2.431 -3.697 -0.138
C 2.972 -2.419 -0.197
C 2.276 -1.365 0.375
N 1.118 -1.509 0.994
C 0.608 -2.727 1.079
C 1.220 -3.840 0.530
H 3.956 -4.576 -1.370
H 2.395 -5.411 -1.400
H 3.441 -5.580 -0.005
H 3.918 -2.238 -0.683
H 2.661 -0.358 0.323
H -0.330 -2.798 1.607
H 0.750 -4.809 0.612


8.
73
Properties=species:S:1:pos:R:3 method="wB97M-V/def2-TZVPD" e_above_lowest_ev=2.597 molar_mass_g_mol=667.62 e_tot_ha=-2853.587344 gap_ev="6.87 / 4.31" total_charge=+3 s2=2.014 multiplicity=3
Au 0.981 0.891 -0.805
P 0.482 -2.095 -0.072
P 1.503 0.871 1.538
P -0.071 -0.065 -2.689
H 3.354 3.974 -3.019
C 2.355 3.559 -2.844
C 1.310 4.607 -2.751
H 1.264 5.224 -3.651
C 1.941 -3.138 -0.505
C 0.170 -2.758 1.620
C -0.856 -3.009 -0.955
C 1.642 2.618 1.990
C 0.459 0.217 2.903
C 3.137 0.147 1.938
C -0.105 1.407 -3.746
C -1.834 -0.574 -2.836
C 0.997 -1.144 -3.711
H 2.178 2.860 -3.647
H 0.289 4.259 -2.545
H 1.762 -4.193 -0.245
H 2.805 -2.768 0.068
H 2.154 -3.047 -1.580
H -0.037 -3.839 1.590
H -0.695 -2.239 2.059
H 1.055 -2.581 2.249
H -0.937 -4.037 -0.572
H -0.654 -3.045 -2.036
H -1.819 -2.504 -0.787
H 1.535 2.755 3.074
H 0.847 3.163 1.470
H 2.601 3.015 1.644
H 0.816 -0.754 3.272
H -0.577 0.117 2.543
H 0.460 0.939 3.734
H 3.397 0.367 2.984
H 3.900 0.588 1.285
H 3.106 -0.945 1.793
H -0.348 1.133 -4.780
H 0.871 1.897 -3.701
H -0.854 2.097 -3.344
H -1.995 -1.433 -3.509
H -2.387 0.285 -3.244
H -2.283 -0.805 -1.862
H 0.834 -0.868 -4.763
H 0.811 -2.219 -3.585
H 2.047 -0.935 -3.460
C 2.830 4.738 -0.374
C 3.039 3.452 -0.830
C 4.154 2.703 -0.494
C 5.116 3.262 0.351
C 4.907 4.548 0.871
C 3.696 5.212 0.638
S 1.733 5.821 -1.343
H 0.524 5.919 -0.759
H 2.256 3.018 -1.712
H 4.298 1.698 -0.917
H 5.995 2.654 0.588
H 5.707 5.015 1.457
H 3.464 6.099 1.210
C -5.182 -1.750 -0.400
N -3.989 -0.907 -0.366
C -3.409 -0.458 0.798
S -2.256 0.793 0.785
N -3.794 -1.082 1.927
C -3.338 -0.748 3.273
H -4.917 -2.784 -0.138
H -5.542 -1.737 -1.431
H -5.964 -1.352 0.263
H -3.906 -0.209 -1.101
H -4.407 -1.894 1.832
H -2.456 -1.345 3.561
H -3.063 0.317 3.298
H -4.155 -0.930 3.988